Entry 1:
C4H16NO3 | ωB97M-V/def2-TZVPD

```
24
Properties=species:S:1:pos:R:3:forces:R:3
O -0.99170 3.24387 -0.99439 -0.550 1.139 -1.202
O 2.28330 -1.04999 -2.16032 1.243 -0.878 0.976
O 0.69261 0.96972 -2.37343 -0.008 -0.118 0.225
N -0.44039 -1.69431 0.17334 1.214 -0.051 -1.723
C 0.15107 -0.39739 0.55722 -0.387 0.063 2.713
C -0.93677 0.59104 2.74396 -1.470 -0.675 -0.416
C 0.16706 -0.27756 2.09400 0.528 2.957 0.609
C -1.39995 -2.28878 0.74872 0.394 1.213 0.513
H 0.34083 1.40009 -3.15953 -0.103 0.114 0.078
H -1.73541 -1.72759 1.61801 -0.481 -0.635 0.152
H 1.00771 0.39144 2.32253 0.411 -0.500 -0.385
H 0.27532 1.39062 -1.61988 -0.306 0.221 -0.374
H 3.16470 -1.45353 -2.24288 -0.233 -0.242 -1.040
H 2.42291 -0.86339 -1.22332 -0.657 0.635 0.104
H -1.82870 -3.21322 0.39133 0.073 -0.032 -0.084
H -0.72807 1.64262 2.93427 0.883 -0.235 0.323
H -1.81388 0.74552 2.09613 -0.089 -0.705 0.059
H -1.60359 2.75542 -0.45273 0.645 -0.518 0.503
H -0.05242 3.07460 -1.02661 -0.068 -0.370 0.823
H -1.25797 0.08597 3.65347 -0.241 0.438 0.137
H -0.45318 0.37923 0.11532 -0.221 0.181 -0.173
H -0.01718 -2.04400 -0.68627 -0.217 -0.428 -0.152
H 0.44070 -1.15546 2.67024 -0.423 -0.498 -0.364
H 1.18971 -0.18639 0.34683 0.062 -1.075 -1.302
```
Forces are in eV/Å.

ΔE to the lowest compared entry with this formula, charge and spin: 77.66 kcal per mole
Molecular weight: 126.176 g/mol
Charge: +1
Highest occupied orbital energy: -14.5 eV
E_tot: -442.1409 Eh
Multiplicity: 1



Entry 2:
C4H16NO6 | ωB97M-V/def2-TZVPD

```
27
Properties=species:S:1:pos:R:3:forces:R:3
O 1.93685 -0.05371 -2.94004 0.539 -0.113 -0.004
O -0.34893 -1.03947 -1.68160 0.050 0.240 -0.018
O 3.34558 1.71313 0.10661 0.107 0.045 0.098
O -0.67203 -2.69365 -0.22144 -0.125 0.322 0.454
O -1.69009 3.28854 -0.51499 0.192 -0.659 -0.402
O -3.27335 -1.64420 -0.56191 -0.402 0.116 0.431
N -1.36565 0.75738 0.83638 0.234 0.515 0.944
C 1.03513 -1.07284 0.24884 0.833 -0.660 -0.710
C -0.19376 0.62244 1.69377 0.918 -0.666 -0.460
C -0.09977 -1.64838 -0.61107 0.188 -0.951 -0.667
C 0.49442 -0.75543 1.63412 -0.006 0.236 0.354
H -1.12251 0.57950 -0.13210 -0.173 -0.797 0.078
H -2.41247 -1.98917 -0.26525 0.228 -0.264 -0.184
H 3.55986 0.85981 -0.28506 -0.101 0.026 -0.100
H 1.89824 -1.75363 0.28358 -0.594 -0.678 0.386
H 1.43984 0.73155 -2.69718 -0.140 -0.040 -0.013
H -2.25897 3.22351 0.24583 -0.444 0.452 0.628
H 0.59840 1.29451 1.35202 -0.279 0.481 0.062
H -3.27723 -1.87164 -1.49091 0.139 0.047 -0.242
H -0.18626 -1.58456 1.85201 -0.248 0.178 0.000
H 1.22137 -0.81114 2.45175 0.371 0.186 -0.288
H -1.49944 2.33047 -0.54332 0.204 0.623 -0.262
H 1.41220 -0.76603 -2.53476 -0.421 0.286 -0.154
H -2.05522 0.10675 1.18664 -0.252 -0.154 -0.705
H 2.40167 1.65937 0.28834 0.013 -0.041 -0.052
H -0.40044 0.87692 2.73366 -0.346 0.120 -0.047
H 1.51256 -0.36000 -0.43391 -0.483 1.152 0.873
```
Forces are in eV/Å.

ΔE to the lowest compared entry with this formula, charge and spin: 0.00 kcal per mole
Molecular weight: 174.173 g/mol
Charge: -1
Highest occupied orbital energy: -5.5 eV
E_tot: -668.2902 Eh
Multiplicity: 1



Gap between HOMO and LUMO for every record listed, in sequence, given in eV: 9.35; 8.94.